The following is a quantum chemistry calculation of one molecule with the formula C2H2FP in a non-equilibrium geometry, from the Open Molecules 2025 dataset.

```
! RIJCOSX wB97M-V def2-TZVPD def2/J DEFGRID3
* xyz 0 1
C 1.036 0.957 -0.928
C -0.776 -0.457 0.320
F 1.945 1.076 -0.018
P 0.313 -0.670 -0.946
H -1.481 -1.306 0.528
H -1.036 0.401 1.044
*
```

Summary:
Energy relative to the best compared isomer or geometry (same formula, charge and spin) = 3.875 eV
Structure (SMILES) = C=P#CF
LUMO level (alpha / beta) = -0.624 / -0.625 eV
Molar mass = 76.01 g/mol
Gap between HOMO and LUMO (alpha / beta) = 8.13 / 8.13 eV
HOMO energy (alpha / beta) = -0.3216 / -0.3217 hartree